[1]
This record from OMol25 describes a molecular structure, C17H46B2ClF9N15O15PSi2 in a non-equilibrium geometry. The level of theory is wB97M-V/def2-TZVPD.

```
! wB97M-V def2-TZVPD RIJCOSX def2/J DEFGRID3
* xyz 0 1
Cl 3.667 -2.196 -0.540
P 4.325 -0.407 -3.469
Si 3.398 -0.347 -1.430
Si 0.927 -0.251 -2.978
F -1.100 2.244 -2.652
F -2.715 1.942 1.010
F -1.225 -1.098 -1.568
F -3.680 0.662 -2.101
F -1.695 -0.279 -3.549
F -3.194 2.663 -1.408
F -0.595 1.454 -0.671
F -4.433 0.813 0.322
F -2.508 -0.188 0.506
O 3.408 -7.039 -4.130
O 4.370 0.769 1.134
O 5.502 -1.527 -3.361
O 0.104 -6.013 0.515
O 1.966 2.738 -3.010
O 5.112 1.019 -3.614
O 1.798 0.051 -1.578
O 1.679 -2.946 3.380
O -0.853 6.482 6.513
O -6.520 2.563 -5.222
O 0.530 -2.309 -4.981
O -8.488 0.989 4.004
O 2.149 2.949 -5.233
O 1.673 -3.123 -3.051
O -1.852 2.732 6.290
N -6.682 0.497 2.722
N 0.153 -5.432 2.702
N 4.785 2.275 -0.762
N -0.013 -1.782 4.352
N -1.635 5.909 8.559
N -6.460 4.756 -4.644
N -2.436 2.132 4.182
N -2.538 7.703 7.415
N -6.601 2.224 4.259
N 3.710 -7.675 -6.287
N -1.453 4.186 4.594
N 1.928 -2.246 5.521
N 5.071 -6.068 -5.325
N -5.236 3.189 -3.460
N 0.125 -7.661 2.075
C 0.125 -6.345 1.691
C -1.906 3.007 5.103
C 1.228 -2.364 4.352
C -0.938 -0.076 -2.425
C 4.535 3.390 0.175
C 1.162 0.962 -4.415
C 1.788 2.276 -4.106
C 6.232 2.116 -0.991
C 0.798 -4.180 -2.599
C -6.101 3.441 -4.492
C -2.842 1.357 -1.322
C -1.352 1.237 -1.781
C -7.338 1.221 3.683
C -3.095 0.961 0.160
C -1.626 6.685 7.439
C 4.020 -6.936 -5.176
C 1.620 -5.368 -2.126
B 4.264 1.015 -0.220
B 1.083 -2.106 -3.715
H -1.060 4.849 5.243
H 0.180 -4.460 2.453
H -5.738 0.677 2.441
H 5.591 -5.964 -6.175
H -2.261 6.051 9.327
H -2.495 2.326 3.201
H 5.286 3.409 0.958
H 6.810 2.236 -0.078
H 0.240 -3.820 -1.743
H -3.182 7.887 8.160
H -0.417 -2.442 -4.902
H 0.120 -4.492 -3.386
H -7.051 2.770 4.968
H -0.987 5.144 8.592
H 0.108 -8.349 1.348
H 6.571 2.849 -1.717
H 1.815 0.478 -5.133
H 3.532 0.444 1.471
H -7.092 4.972 -5.390
H 5.201 -2.321 -3.797
H -2.552 8.287 6.602
H -6.128 5.494 -4.055
H -2.777 1.256 4.529
H 0.179 -5.682 3.671
H -0.399 -1.298 5.139
H 4.201 -7.604 -7.157
H 6.457 1.149 -1.425
H 2.841 -2.658 5.551
H 2.947 -8.318 -6.209
H -0.549 -1.844 3.508
H 0.212 1.082 -4.927
H -4.954 2.239 -3.322
H 2.649 -5.042 -2.046
H -7.188 -0.247 2.283
H -5.651 2.429 4.016
H -4.879 3.896 -2.848
H 2.997 3.371 -5.068
H 1.629 -6.171 -2.843
H 3.565 3.269 0.631
H 1.288 -5.679 -1.144
H 4.571 4.316 -0.385
H 1.581 -1.771 6.331
H 4.688 1.694 -3.064
H 0.145 -7.959 3.030
H -1.493 4.419 3.621
H 5.323 -5.519 -4.527
*
```

The HOMO-LUMO gap is 7.9 eV. The value obtained for the total energy is -134831.3021 eV. The LUMO energy is 0.06 eV.

[2]
This record from OMol25 describes C3H9NS in the gas phase in a non-equilibrium geometry. The level of theory is wB97M-V/def2-TZVPD.

```
! wB97M-V def2-TZVPD RIJCOSX def2/J DEFGRID3
* xyz 0 1
S -2.272 -1.336 0.196
N -0.496 1.452 -0.294
C 1.794 0.296 -0.094
C -0.341 -0.872 0.569
C 0.244 0.158 -0.336
H -0.456 -0.731 1.652
H 0.140 -0.119 -1.466
H -3.289 -1.430 1.120
H 2.073 0.417 1.014
H 2.483 -0.516 -0.549
H -1.435 1.418 -0.121
H 1.948 1.299 -0.695
H -0.428 1.804 -1.243
H 0.036 -1.839 0.247
*
```

The HOMO-LUMO gap is 9.6 eV. The value obtained for the total energy is -15580.3734 eV. As for the energy above the lowest of the compared OMol25 structures with the same formula, charge and spin: 1.957 eV. As for the SMILES: C[C@H](N)CS. The LUMO energy is 0.61 eV.

[3]
This record from OMol25 describes 12 unconnected molecules or ions with the total composition C49H119B5F20N8O6 in a non-equilibrium geometry. The level of theory is wB97M-V/def2-TZVPD.

```
! wB97M-V def2-TZVPD RIJCOSX def2/J DEFGRID3
* xyz 2 1
F 1.545 -0.285 1.449
F 2.045 0.934 -5.607
F 1.927 -0.432 -0.771
F -0.428 2.055 2.412
F 3.696 0.644 -3.990
F -5.112 0.535 -3.058
F 0.964 -2.096 0.219
F 3.842 -0.359 -5.985
F -5.942 -0.432 4.825
F -0.285 3.326 0.503
F -5.284 -1.525 3.003
F 3.195 -1.702 0.753
F -6.034 0.639 2.942
F -4.012 0.906 -4.845
F -4.015 0.286 3.792
F -4.643 -1.144 -4.548
F -6.213 0.429 -5.034
F 3.927 1.817 -5.888
F -0.708 4.220 2.534
F -2.201 2.900 1.659
O -2.104 1.290 7.970
O 4.725 -3.887 4.264
O -1.500 5.678 -3.335
O 0.268 -3.910 -3.409
O 2.670 5.288 4.167
O -3.925 -5.063 -4.392
N -0.856 1.126 -1.807
N -2.178 -1.559 6.461
N 0.254 -2.741 -6.239
N -5.975 -6.099 -3.835
N 2.363 -5.314 3.068
N 3.471 3.227 2.116
N -1.963 -0.102 -0.299
N 0.758 7.282 -4.849
C 1.381 6.002 -4.132
C 3.619 -3.030 3.878
C 3.322 2.348 0.801
C -2.501 5.325 -2.458
C 0.166 1.821 -2.555
C 4.018 1.154 3.736
C -0.069 -4.278 -6.109
C -5.228 -3.803 -2.839
C -5.552 -7.051 -2.706
C -1.052 -0.384 -6.164
C -1.106 -0.585 5.869
C -1.091 -1.937 -6.149
C -2.569 -2.333 0.770
C -1.440 -2.280 7.665
C 0.314 9.755 -4.330
C 2.283 -3.905 3.771
C -1.838 2.241 9.066
C -0.150 -1.328 4.946
C 3.727 3.037 -0.489
C -2.850 -2.502 5.413
C 0.956 -2.522 -7.631
C 0.061 -4.157 -2.024
C -2.321 -0.808 0.941
C 2.489 4.469 1.938
C 0.895 -5.968 3.120
C -1.722 6.916 -4.024
C -3.023 0.266 8.319
C -3.976 -3.426 5.870
C 2.891 -5.185 1.570
C -2.721 -0.186 -1.504
C -4.940 -4.964 -3.758
C 1.512 7.607 -6.187
C -1.962 0.519 -2.408
C 0.862 -2.618 -3.604
C 2.747 5.701 2.821
C 4.960 3.638 2.343
C 2.287 -3.222 -7.831
C 5.919 -3.166 4.534
C 3.308 -6.276 3.924
C -0.192 -5.172 2.342
C 1.310 -2.442 -5.096
C 3.002 2.346 3.316
C -3.292 -0.595 7.080
C 1.495 4.660 -4.924
C -0.712 7.078 -5.223
C 2.318 6.275 5.092
C 1.051 8.487 -3.912
C -0.874 0.691 -0.497
C 2.795 -6.506 0.804
B 3.340 0.782 -5.311
B 1.939 -1.136 0.410
B -4.991 0.188 -4.329
B -0.882 3.111 1.763
B -5.278 -0.295 3.627
H -1.755 0.041 5.256
H 2.841 -6.270 4.909
H -3.292 -0.411 1.235
H 0.252 -2.745 -8.432
H 0.911 2.292 -1.914
H 1.671 -2.401 -2.906
H 2.916 7.180 5.194
H -0.650 -0.141 6.754
H -3.815 -3.910 6.834
H -5.343 -6.571 -1.749
H -1.583 -0.550 1.700
H -1.242 -1.557 8.457
H 2.406 6.279 -3.887
H 0.729 5.971 -3.259
H 2.280 2.031 0.759
H 0.521 -0.517 4.663
H 3.041 3.013 4.178
H 4.327 -5.902 3.820
H -2.740 2.720 9.446
H 1.695 6.682 -6.734
H -0.667 9.567 -3.895
H -0.710 -0.049 -5.185
H -3.056 -2.625 -0.161
H -3.525 5.170 -2.797
H 2.465 -3.331 -8.901
H -3.038 -2.811 1.630
H -1.173 -5.622 2.496
H 5.576 2.807 1.998
H 1.883 6.331 2.607
H -2.603 6.091 -1.689
H -1.003 8.020 -5.688
H 2.496 4.791 0.896
H 1.006 -6.926 2.612
H 3.268 -7.287 3.519
H -4.582 -7.462 -2.984
H 3.935 -4.955 1.783
H -0.651 6.290 -5.973
H -1.544 -2.704 0.756
H 1.754 3.789 -4.321
H -0.076 0.885 0.203
H 2.129 8.631 -3.835
H -4.152 -4.234 5.160
H -1.562 -2.391 -7.021
H 1.225 -1.471 -7.732
H -1.183 3.032 8.701
H 1.511 4.000 2.049
H 0.500 4.421 -5.300
H -2.748 6.907 -4.394
H -1.318 1.826 9.930
H -2.856 -0.471 9.104
H 1.812 -3.999 4.750
H -1.980 -3.122 5.196
H 2.447 -4.360 1.014
H -5.831 -6.604 -4.697
H 3.127 -2.721 -7.349
H 0.946 8.283 -6.828
H 0.966 -4.196 -1.418
H 3.213 -7.286 1.440
H -3.621 0.010 6.235
H 3.440 -2.329 4.693
H 4.096 0.354 3.000
H 3.895 1.429 0.928
H 2.203 4.766 -5.745
H -5.647 -4.246 -1.936
H 5.044 1.490 3.888
H 1.501 -1.371 -5.020
H -3.947 0.767 8.612
H 1.360 6.660 4.743
H 6.715 -3.882 4.742
H -6.322 -7.803 -2.881
H 5.021 4.498 1.676
H 3.877 -2.520 2.950
H -6.939 -5.797 -3.828
H 0.703 -4.979 -5.792
H 0.522 10.693 -3.815
H 0.031 -5.009 1.288
H -4.141 -1.225 7.344
H -1.646 -2.228 -5.257
H -0.504 -2.745 7.358
H 3.486 2.347 -1.298
H 0.757 8.119 -2.929
H 3.506 -6.402 -0.016
H 3.288 4.000 -0.750
H 3.691 0.560 4.590
H -2.027 0.012 -6.446
H 2.489 8.037 -5.967
H 1.941 2.183 3.123
H -3.121 -1.922 4.531
H 6.327 -2.526 3.751
H 3.704 6.119 2.510
H 2.237 -2.982 -5.288
H -4.876 -2.852 6.091
H -0.603 -4.531 -7.026
H 0.056 -1.925 -3.367
H -2.200 0.569 -3.460
H 5.114 3.982 3.365
H 4.812 3.133 -0.550
H -0.464 -5.107 -1.924
H -2.137 4.434 -1.946
H 0.615 1.240 -3.361
H -0.836 -4.260 -5.335
H 2.162 5.936 6.116
H -0.436 -0.019 -6.986
H -4.399 -3.176 -2.510
H -3.655 -0.714 -1.620
H 0.192 10.094 -5.359
H 1.826 -6.820 0.415
H -0.629 -3.456 -1.555
H -2.128 -2.973 8.150
H -0.734 -1.792 4.151
H -1.612 7.673 -3.248
H 0.689 -6.196 4.166
H 5.821 -2.569 5.440
H 1.505 -3.348 3.248
H -0.315 -4.154 2.714
H 2.236 -4.268 -7.528
H -6.044 -3.258 -3.313
H 0.419 -2.091 5.477
H -0.380 2.641 -3.022
*
```

The HOMO-LUMO gap is 8.0 eV. The value obtained for the total energy is -134688.0314 eV. The LUMO energy is -4.14 eV.

[4]
This record from OMol25 describes a molecular structure, C30H32ClN3SScSi2 in a non-equilibrium geometry. The level of theory is wB97M-V/def2-TZVPD.

```
! wB97M-V def2-TZVPD RIJCOSX def2/J DEFGRID3
* xyz 1 1
Sc 0.057 -0.244 3.931
Cl 2.424 0.730 1.009
S 0.903 1.856 4.932
Si 0.909 0.170 -2.537
Si 0.367 0.367 1.021
N 2.211 -0.637 3.978
N 1.940 -0.577 5.391
N 1.932 0.820 7.205
C 1.915 3.159 -5.263
C -2.186 0.031 4.566
C -1.518 -0.563 5.679
C -0.284 2.761 -0.341
C 1.184 -3.443 -5.471
C 1.671 0.683 5.883
C -2.893 2.925 0.658
C -0.413 -3.684 0.526
C 1.152 -1.236 -3.726
C -0.720 1.805 0.598
C -1.605 -3.704 -0.215
C -2.159 -2.495 -0.644
C -2.148 -0.907 3.479
C 0.411 -1.210 -4.926
C -0.386 3.480 -4.612
C 0.930 1.714 -3.580
C -1.064 -1.864 5.287
C 0.404 -2.322 -5.776
C -1.555 -1.282 -0.308
C 2.036 2.112 -4.342
C 2.005 -3.422 -4.334
C -1.448 -2.073 3.927
C 0.707 3.850 -5.399
C -2.011 1.967 1.164
C -1.172 3.709 -0.854
C -2.486 3.773 -0.383
C 1.996 -2.323 -3.463
C -0.278 2.410 -3.722
C -0.315 -1.250 0.357
C 0.233 -2.473 0.793
H -2.060 -0.354 -0.577
H -3.905 3.006 1.060
H 2.764 3.438 -5.889
H 1.736 0.168 -1.286
H -3.185 4.493 -0.810
H 0.014 -4.625 0.884
H 0.741 2.715 -0.710
H -3.072 -2.505 -1.244
H -0.199 -2.304 -6.690
H -0.159 -0.316 -5.195
H 0.611 4.677 -6.103
H -1.333 4.015 -4.691
H 2.566 -1.570 3.735
H -2.641 -0.795 2.516
H 2.529 0.170 7.705
H -2.322 1.335 2.002
H -1.299 -2.983 3.353
H 1.785 1.709 7.657
H 2.645 -2.287 -2.587
H 2.989 1.596 -4.229
H -2.717 0.981 4.586
H -1.145 2.106 -3.131
H -0.491 -0.055 -2.161
H 2.672 -4.260 -4.130
H 1.161 -2.477 1.371
H 2.543 -1.190 5.966
H -0.625 -2.606 5.952
H 1.173 -4.317 -6.126
H 2.916 0.057 3.675
H -0.852 4.377 -1.658
H -2.106 -4.658 -0.422
H -1.480 -0.156 6.688
*
```

The HOMO-LUMO gap is 5.2 eV. The value obtained for the total energy is -95908.3200 eV. As for the energy above the lowest of the compared OMol25 structures with the same formula, charge and spin: 0.000 eV. The LUMO energy is -3.93 eV.

[5]
This record from OMol25 describes C23H29N3O3 in the gas phase. The level of theory is wB97M-V/def2-TZVPD.

```
! wB97M-V def2-TZVPD RIJCOSX def2/J DEFGRID3
* xyz 0 1
O 3.284 3.121 1.102
O 2.128 -2.781 -1.697
O 1.751 -0.356 1.866
N 0.638 0.267 0.030
N 3.346 -2.013 0.042
N -0.954 -1.995 0.105
C -5.273 -0.241 -0.056
C 3.870 0.127 -0.963
C 0.222 -1.966 0.947
C 3.372 2.254 0.058
C -3.919 1.724 0.058
C -4.322 0.516 0.615
C -5.392 1.397 -1.805
C -2.250 -0.424 1.650
C 2.256 -2.601 -0.502
C 4.305 -1.306 -0.790
C 3.893 0.968 0.143
C -0.714 -1.376 -1.178
C 3.582 2.633 2.393
C 0.931 -0.615 0.994
C -3.696 0.029 1.892
C -2.205 -1.683 0.767
C 2.874 2.708 -1.166
C -0.280 0.091 -1.075
C 1.236 -3.069 0.527
C -4.448 2.162 -1.142
C 3.356 0.579 -2.168
C 2.878 1.876 -2.268
C -5.806 0.195 -1.257
H -4.124 3.104 -1.561
H -6.546 -0.405 -1.766
H 0.072 -1.949 -1.674
H -1.619 -1.447 -1.782
H 1.767 -3.415 1.413
H -2.959 -1.593 -0.018
H 3.324 -0.083 -3.020
H 3.287 -1.712 1.005
H -0.093 -2.201 1.969
H 2.490 2.237 -3.209
H 0.224 0.398 -1.997
H 5.286 -1.367 -0.311
H 3.299 3.429 3.080
H -2.469 -2.550 1.384
H 4.296 0.599 1.072
H -5.602 -1.180 0.367
H -1.771 -0.624 2.611
H -3.188 2.331 0.576
H -4.273 -0.802 2.300
H -1.704 0.391 1.177
H 4.651 2.426 2.504
H -1.152 0.744 -0.932
H 1.148 1.141 0.063
H -5.806 1.737 -2.742
H 4.334 -1.819 -1.753
H -3.693 0.837 2.628
H 2.487 3.714 -1.223
H 0.663 -3.892 0.101
H 3.006 1.730 2.616
*
```

The HOMO-LUMO gap is 8.9 eV. The value obtained for the total energy is -34935.5890 eV. As for the energy above the lowest of the compared OMol25 structures with the same formula, charge and spin: 2.088 eV. As for the SMILES: COc1cccc(CNC(=O)C[C@H]2C(=O)NCCN2CCCc2ccccc2)c1. The LUMO energy is 0.71 eV.